1.
DFT (wB97M-V/def2-TZVPD) results for a molecular structure, C39H44As4NO6SW at a distorted geometry.

spin multiplicity = 3
HOMO-LUMO gap (spin up / spin down) = 6.07 / 6.57 eV
total charge = +1
HOMO (spin up / spin down) = -10.000 / -10.755 eV

Geometry (Å):
1 W -0.541 1.140 0.099
2 O -1.096 4.640 2.689
3 As -0.499 3.007 2.346
4 O 1.107 1.948 0.094
5 O -1.492 2.562 0.877
6 C -1.627 2.169 3.716
7 C -1.529 2.779 4.962
8 C -2.209 2.284 6.067
9 C -2.991 1.151 5.948
10 C -3.117 0.522 4.718
11 C -2.441 1.023 3.609
12 S -2.976 0.265 2.081
13 O -3.519 -1.028 2.353
14 O -3.802 1.219 1.411
15 O -1.682 -0.010 1.201
16 H -1.033 5.217 1.916
17 H -0.920 3.670 5.065
18 H -2.119 2.785 7.022
19 H -3.518 0.759 6.808
20 H -3.741 -0.353 4.602
21 C 1.938 -3.136 -1.568
22 C 0.908 -3.721 -0.966
23 As -1.377 -0.647 -1.732
24 C -1.380 -2.383 -2.506
25 C -0.554 -2.729 -3.562
26 C -0.696 -3.970 -4.168
27 C -1.657 -4.864 -3.712
28 C -2.470 -4.522 -2.639
29 C -2.336 -3.279 -2.034
30 C -3.034 -0.020 -2.438
31 C -3.724 1.008 -1.799
32 C -4.951 1.436 -2.279
33 C -5.466 0.889 -3.445
34 C -4.747 -0.084 -4.133
35 C -3.546 -0.549 -3.628
36 As 1.874 0.495 -1.073
37 C 1.183 1.397 -2.663
38 C 0.972 0.724 -3.793
39 C 0.241 1.322 -4.918
40 C -0.391 2.491 -4.797
41 C -0.437 3.232 -3.491
42 C 0.549 2.726 -2.417
43 C 3.739 0.622 -1.503
44 C 4.203 1.233 -2.668
45 C 5.569 1.357 -2.874
46 C 6.472 0.912 -1.918
47 C 6.013 0.340 -0.741
48 C 4.651 0.206 -0.528
49 H 2.109 -3.238 -2.634
50 H 2.685 -2.574 -1.017
51 H 0.764 -3.672 0.106
52 H 0.189 -4.320 -1.510
53 H 0.197 -2.043 -3.924
54 H -0.060 -4.234 -5.003
55 H -1.773 -5.825 -4.194
56 H -3.217 -5.216 -2.277
57 H -2.978 -3.011 -1.203
58 H -3.341 1.481 -0.902
59 H -5.492 2.203 -1.742
60 H -6.422 1.224 -3.826
61 H -5.123 -0.483 -5.067
62 H -3.012 -1.321 -4.163
63 H 1.401 -0.264 -3.922
64 H 0.231 0.789 -5.861
65 H -0.921 2.918 -5.639
66 H -0.481 4.312 -3.620
67 H 1.195 3.439 -1.910
68 H 3.525 1.595 -3.420
69 H 5.926 1.817 -3.786
70 H 7.535 1.022 -2.086
71 H 6.711 0.003 0.014
72 H 4.311 -0.226 0.402
73 C 2.061 1.859 4.324
74 C 2.376 0.610 3.511
75 As 1.023 -0.193 2.335
76 C -0.019 -1.344 3.540
77 C 0.249 -1.201 5.034
78 C 2.207 -1.624 1.717
79 C 2.928 -2.457 2.771
80 H 2.870 2.040 5.035
81 H 1.141 1.754 4.900
82 H 1.979 2.743 3.697
83 H 2.674 -0.196 4.174
84 H 3.218 0.813 2.842
85 H 0.172 -2.364 3.206
86 H -1.072 -1.162 3.348
87 H 1.290 -1.383 5.297
88 H -0.356 -1.927 5.582
89 H -0.024 -0.208 5.395
90 H 2.936 -1.175 1.048
91 H 1.572 -2.255 1.098
92 H 3.706 -1.891 3.281
93 H 3.413 -3.307 2.285
94 H 2.249 -2.860 3.522
95 N -1.577 2.751 -2.636
96 C -0.772 2.365 -1.718

Forces on the atoms, in the same order (eV/Å):
W 0.118 1.281 -0.146
O -0.378 0.051 -0.160
As -0.309 0.372 0.779
O 1.413 -1.200 -0.942
O 0.536 0.162 0.233
C -0.295 -0.300 -0.095
C 0.090 -0.068 -0.035
C 0.081 0.059 0.062
C -0.035 -0.056 0.049
C 0.171 0.021 -0.084
C 0.033 0.157 0.005
S -0.157 -0.061 -0.720
O 0.235 -0.021 0.306
O 0.052 0.035 0.055
O -1.194 -0.255 0.833
H 0.108 0.035 0.078
H -0.013 0.008 0.049
H -0.014 0.010 -0.023
H -0.004 -0.006 -0.018
H -0.008 0.017 0.015
C -0.033 -0.170 0.184
C 0.390 -0.110 -0.067
As -0.462 0.571 -0.688
C -0.146 -0.516 0.328
C -0.058 -0.069 -0.209
C -0.027 0.011 -0.025
C 0.038 0.036 0.030
C -0.001 0.033 0.014
C 0.014 -0.185 -0.112
C -0.008 0.131 -0.053
C -0.105 0.008 0.183
C 0.051 -0.023 -0.038
C 0.067 -0.015 -0.021
C -0.013 0.046 0.021
C -0.041 -0.044 0.011
As -0.528 0.480 -0.920
C 0.059 0.162 0.147
C 0.146 0.047 -0.486
C 0.162 -0.060 0.111
C -0.158 0.101 0.129
C -0.120 -0.155 -0.137
C -0.191 -0.192 0.201
C 0.505 0.805 0.971
C 0.149 -0.130 0.080
C -0.009 -0.061 -0.046
C -0.011 0.018 -0.017
C -0.013 -0.030 0.001
C 0.107 -0.073 -0.177
H -0.065 0.014 0.021
H -0.033 -0.032 0.047
H -0.031 0.003 -0.027
H 0.057 0.019 -0.016
H -0.009 0.048 -0.016
H -0.015 -0.005 0.015
H 0.014 0.003 0.017
H 0.017 0.006 -0.007
H -0.038 0.018 -0.008
H -0.008 -0.094 0.023
H 0.000 0.001 -0.022
H 0.016 0.011 -0.003
H -0.031 -0.021 0.040
H 0.026 -0.037 -0.005
H -0.102 -0.060 -0.026
H -0.009 -0.006 0.020
H -0.010 -0.032 0.018
H 0.126 0.013 -0.046
H 0.010 0.056 -0.009
H -0.180 0.086 -0.065
H 0.009 -0.010 0.009
H -0.014 0.003 -0.003
H -0.001 0.012 -0.010
H 0.020 0.026 0.007
C 0.024 -0.059 0.077
C 0.068 0.374 -0.089
As 0.040 -0.411 0.535
C -0.233 0.099 0.192
C -0.036 -0.005 -0.027
C 0.073 -0.093 -0.198
C 0.033 -0.017 -0.103
H -0.032 -0.002 -0.012
H -0.015 0.008 0.000
H -0.002 0.014 -0.026
H 0.081 -0.064 0.031
H 0.049 -0.048 0.050
H 0.006 -0.036 -0.016
H -0.017 -0.034 -0.051
H 0.012 -0.012 0.008
H 0.002 0.036 0.011
H 0.000 -0.008 -0.004
H -0.051 -0.082 -0.057
H 0.024 0.008 -0.028
H -0.008 0.011 0.018
H -0.004 0.008 0.042
H -0.013 0.004 0.027
N -0.115 0.106 -0.079
C 0.172 -0.676 0.090

2.
DFT (wB97M-V/def2-TZVPD) results for a molecular structure, C39H44Br2CoF4N2OPSi.

spin multiplicity = 5
HOMO-LUMO gap (spin up / spin down) = 8.46 / 5.81 eV
total charge = +2
HOMO (spin up / spin down) = -13.511 / -13.854 eV

Geometry (Å):
1 Co 1.608 -0.073 0.277
2 F 0.281 6.689 -1.845
3 C 0.390 5.603 -1.110
4 C 0.140 5.651 0.250
5 F -0.209 6.785 0.825
6 C 0.248 4.486 0.997
7 F -0.032 4.570 2.296
8 C 0.619 3.268 0.442
9 P 0.606 1.780 1.492
10 C 1.689 2.069 2.916
11 C 1.780 1.014 3.827
12 C 2.625 1.104 4.921
13 C 3.394 2.246 5.108
14 C 3.325 3.286 4.193
15 C 2.482 3.197 3.094
16 C -1.098 1.770 2.105
17 C -2.110 1.621 1.156
18 C -3.437 1.644 1.549
19 C -3.760 1.790 2.892
20 C -2.755 1.928 3.838
21 C -1.424 1.919 3.448
22 C 0.854 3.246 -0.938
23 Br 1.267 1.679 -1.927
24 C 0.741 4.394 -1.699
25 F 0.948 4.372 -3.009
26 H 1.178 0.121 3.689
27 H 2.680 0.288 5.629
28 H 4.041 2.328 5.972
29 H 3.916 4.181 4.342
30 H 2.449 4.012 2.384
31 H -1.860 1.506 0.106
32 H -4.222 1.557 0.811
33 H -4.797 1.800 3.200
34 H -3.006 2.062 4.881
35 H -0.650 2.054 4.192
36 O 3.228 1.278 0.322
37 C 4.261 1.357 1.033
38 C 5.060 2.557 0.967
39 C 6.169 2.701 1.739
40 C 6.545 1.667 2.618
41 C 5.811 0.485 2.698
42 C 4.690 0.283 1.919
43 C 3.988 -0.992 1.918
44 N 2.796 -1.276 1.395
45 C 2.574 -2.617 1.593
46 C 3.638 -3.154 2.246
47 N 4.513 -2.123 2.442
48 H 4.724 3.325 0.283
49 H 6.760 3.606 1.694
50 H 7.424 1.786 3.238
51 H 6.144 -0.273 3.394
52 H 1.671 -3.094 1.257
53 H 3.844 -4.157 2.575
54 H 5.421 -2.209 2.867
55 C -2.046 -4.189 -4.335
56 C -1.256 -3.758 -3.074
57 C 0.209 -3.510 -3.468
58 C -1.263 -4.902 -2.051
59 Si -2.183 -2.238 -2.436
60 Br -0.119 -1.515 -0.563
61 C -3.568 -2.490 -1.173
62 C -4.266 -1.174 -0.806
63 C -4.588 -3.415 -1.881
64 C -3.120 -3.137 0.148
65 C -2.208 -0.668 -3.488
66 C -1.002 -0.584 -4.433
67 C -2.238 0.620 -2.644
68 C -3.495 -0.748 -4.344
69 H -1.551 -5.062 -4.766
70 H -2.066 -3.416 -5.104
71 H -3.075 -4.476 -4.112
72 H 0.649 -4.477 -3.724
73 H 0.792 -3.089 -2.651
74 H 0.317 -2.868 -4.337
75 H -0.783 -5.770 -2.509
76 H -2.264 -5.211 -1.756
77 H -0.699 -4.643 -1.154
78 H -4.679 -0.647 -1.665
79 H -3.592 -0.505 -0.269
80 H -5.101 -1.407 -0.140
81 H -4.962 -2.995 -2.818
82 H -5.447 -3.542 -1.218
83 H -4.188 -4.406 -2.089
84 H -2.376 -2.536 0.665
85 H -2.724 -4.142 0.023
86 H -3.997 -3.210 0.796
87 H -0.058 -0.522 -3.888
88 H -1.101 0.322 -5.035
89 H -0.949 -1.423 -5.124
90 H -1.498 0.603 -1.846
91 H -3.217 0.811 -2.209
92 H -2.000 1.462 -3.299
93 H -3.480 -1.589 -5.039
94 H -3.568 0.165 -4.940
95 H -4.404 -0.821 -3.747

Forces on the atoms, in the same order (eV/Å):
Co 0.195 0.821 0.038
F 0.017 -0.007 0.004
C -0.013 -0.066 0.021
C 0.008 -0.061 -0.011
F 0.004 -0.004 0.000
C -0.031 0.123 -0.011
F 0.009 -0.019 -0.004
C 0.036 -0.005 -0.030
P -0.073 -0.040 -0.045
C 0.053 -0.055 -0.024
C -0.006 -0.017 -0.012
C 0.007 0.007 0.007
C 0.006 -0.006 0.003
C 0.003 -0.002 0.003
C -0.023 -0.002 -0.005
C -0.037 -0.142 0.030
C 0.046 0.002 -0.007
C -0.028 0.009 0.015
C 0.016 0.001 0.005
C -0.025 -0.011 -0.014
C 0.027 0.058 0.017
C 0.050 -0.023 -0.051
Br -0.063 -0.020 0.134
C -0.025 0.104 0.018
F 0.017 -0.017 -0.005
H -0.005 0.007 0.004
H -0.022 0.006 0.020
H 0.008 -0.001 0.002
H 0.020 -0.006 -0.011
H -0.019 0.020 0.011
H -0.004 0.010 0.009
H -0.002 -0.014 -0.003
H -0.008 0.026 -0.001
H -0.001 -0.024 0.011
H 0.002 0.009 -0.006
O 0.086 -0.119 0.011
C 0.009 -0.078 0.014
C 0.015 -0.030 -0.006
C -0.029 0.035 -0.021
C 0.014 -0.006 0.019
C -0.028 -0.027 -0.004
C -0.027 0.013 -0.030
C 0.053 0.036 -0.003
N 0.024 -0.136 -0.143
C -0.051 0.026 0.061
C 0.008 0.015 0.035
N -0.035 -0.017 0.025
H -0.002 0.003 -0.004
H 0.008 0.001 -0.019
H -0.004 0.001 0.016
H -0.006 0.008 0.013
H -0.006 -0.005 -0.012
H 0.005 -0.013 0.002
H 0.004 -0.001 -0.007
C 0.030 -0.039 0.037
C -0.077 0.069 0.009
C -0.044 -0.019 -0.085
C -0.050 -0.032 -0.061
Si 0.679 0.175 0.561
Br -0.519 -0.400 -0.312
C 0.032 0.033 -0.062
C -0.007 -0.021 -0.019
C -0.015 0.049 0.026
C -0.056 -0.103 -0.053
C -0.065 -0.072 -0.012
C -0.033 0.001 0.002
C -0.092 0.000 -0.037
C 0.055 0.006 -0.021
H -0.015 -0.014 -0.010
H 0.038 0.006 -0.020
H -0.012 -0.009 0.006
H 0.004 -0.003 -0.029
H 0.014 -0.019 0.014
H -0.006 0.017 0.002
H 0.016 -0.008 0.007
H -0.005 0.000 -0.006
H 0.001 0.008 0.011
H -0.009 -0.008 -0.007
H 0.008 -0.001 -0.011
H -0.001 0.004 0.022
H -0.016 0.020 -0.005
H -0.019 -0.006 -0.008
H 0.007 -0.018 0.020
H -0.032 0.031 0.029
H 0.020 0.004 -0.009
H -0.011 -0.031 0.002
H 0.009 -0.026 0.004
H 0.013 0.016 0.000
H -0.003 -0.009 -0.006
H 0.022 0.007 -0.025
H 0.004 -0.015 0.016
H -0.036 0.021 -0.012
H 0.008 -0.005 -0.017
H -0.011 -0.001 -0.018
H -0.006 0.027 0.017

Results for energy: -310935.2849; -251921.6533 (in eV, following the order of the records).